Density functional theory data (ωB97M-V/def2-TZVPD) for 8 unconnected molecules or ions with the total composition C32H80O16 at a distorted geometry.

The SMILES is COCCOC.COCCOC.COCCOC.COCCOC.COCCOC.COCCOC.COCCOC.COCCOC. The calculation puts the energy at -67229.6170 eV. For the energy relative to the best compared isomer or geometry (same formula, charge and spin), the calculation gives 1.703 eV. As for the total charge: 0. For the largest force on an atom, the calculation gives 2.4 eV/A. For the HOMO-LUMO gap, the calculation gives 9.938 eV. Its LUMO energy is 0.57 eV.

Each atom is followed by the atoms it is bonded to, with distances in Å.
Cartesian coordinates (Å):
1 C -1.919 -1.479 1.206  O2 1.418, H7 1.094, H8 1.096, H9 1.086
2 O -1.240 -0.266 0.924  C1 1.418, C3 1.405
3 C -0.064 -0.395 0.166  O2 1.405, C4 1.512, H10 1.096, H11 1.098
4 C 0.622 0.950 0.236  C3 1.512, O5 1.419, H12 1.093, H13 1.093
5 O 1.616 1.220 -0.739  C4 1.419, C6 1.413
6 C 2.656 0.275 -0.886  O5 1.413, H14 1.096, H15 1.095, H16 1.088
7 H -1.253 -2.347 1.205  C1 1.094
8 H -2.615 -1.620 0.371  C1 1.096
9 H -2.442 -1.436 2.157  C1 1.086
10 H -0.265 -0.773 -0.843  C3 1.096
11 H 0.655 -1.109 0.590  C3 1.098
12 H 1.093 1.154 1.201  C4 1.093
13 H -0.147 1.700 0.035  C4 1.093
14 H 2.326 -0.769 -0.911  C6 1.096
15 H 3.405 0.356 -0.091  C6 1.095
16 H 3.115 0.473 -1.853  C6 1.088
17 C -3.401 -6.931 -1.273  O18 1.416, H23 1.092, H24 1.098, H25 1.092
18 O -3.438 -6.627 0.109  C17 1.416, C19 1.405
19 C -2.199 -6.446 0.744  O18 1.405, C20 1.537, H26 1.097, H27 1.098
20 C -2.419 -6.159 2.239  C19 1.537, O21 1.422, H28 1.088, H29 1.093
21 O -2.683 -4.784 2.488  C20 1.422, C22 1.413
22 C -3.886 -4.305 1.922  O21 1.413, H30 1.097, H31 1.091, H32 1.088
23 H -2.476 -7.356 -1.670  C17 1.092
24 H -3.594 -6.056 -1.908  C17 1.098
25 H -4.274 -7.580 -1.363  C17 1.092
26 H -1.611 -5.623 0.320  C19 1.097
27 H -1.569 -7.344 0.688  C19 1.098
28 H -1.492 -6.379 2.765  C20 1.088
29 H -3.277 -6.713 2.627  C20 1.093
30 H -4.752 -4.957 2.091  C22 1.097
31 H -3.756 -4.222 0.842  C22 1.091
32 H -4.193 -3.364 2.373  C22 1.088
33 C 1.439 -4.205 1.405  O34 1.409, H39 1.086, H40 1.099, H41 1.096
34 O 1.533 -3.475 0.204  C33 1.409, C35 1.413
35 C 1.244 -4.219 -0.962  O34 1.413, C36 1.498, H42 1.097, H43 1.104
36 C 1.474 -3.426 -2.213  C35 1.498, O37 1.403, H44 1.100, H45 1.097
37 O 2.806 -2.986 -2.232  C36 1.403, C38 1.423
38 C 3.112 -2.330 -3.458  O37 1.423, H46 1.094, H47 1.093, H48 1.088
39 H 1.539 -3.490 2.217  C33 1.086
40 H 2.249 -4.946 1.440  C33 1.099
41 H 0.510 -4.784 1.462  C33 1.096
42 H 0.293 -4.765 -0.967  C35 1.097
43 H 1.995 -5.026 -0.924  C35 1.104
44 H 0.741 -2.607 -2.237  C36 1.100
45 H 1.230 -4.088 -3.053  C36 1.097
46 H 2.778 -1.288 -3.458  C38 1.094
47 H 2.628 -2.855 -4.285  C38 1.093
48 H 4.192 -2.322 -3.591  C38 1.088
49 C 1.035 3.869 -3.167  O50 1.413, H55 1.087, H56 1.098, H57 1.097
50 O 0.235 5.010 -3.399  C49 1.413, C51 1.428
51 C 0.487 6.078 -2.485  O50 1.428, C52 1.507, H58 1.093, H59 1.090
52 C 1.726 6.910 -2.700  C51 1.507, O53 1.405, H60 1.097, H61 1.099
53 O 1.552 7.690 -3.856  C52 1.405, C54 1.424
54 C 2.578 8.633 -4.150  O53 1.424, H62 1.084, H63 1.093, H64 1.097
55 H 0.794 3.113 -3.910  C49 1.087
56 H 0.881 3.464 -2.159  C49 1.098
57 H 2.096 4.140 -3.224  C49 1.097
58 H 0.446 5.733 -1.449  C51 1.093
59 H -0.368 6.702 -2.745  C51 1.090
60 H 2.637 6.310 -2.815  C52 1.097
61 H 1.830 7.570 -1.827  C52 1.099
62 H 2.466 8.964 -5.176  C54 1.084
63 H 3.577 8.229 -3.966  C54 1.093
64 H 2.380 9.438 -3.432  C54 1.097
65 C 6.562 -0.702 0.304  O66 1.408, H71 1.091, H72 1.092, H73 1.096
66 O 6.927 -0.609 -1.053  C65 1.408, C67 1.391
67 C 5.938 -0.229 -1.955  O66 1.391, C68 1.531, H74 1.100, H75 1.094
68 C 6.629 0.011 -3.300  C67 1.531, O69 1.412, H76 1.097, H77 1.093
69 O 5.691 0.566 -4.198  C68 1.412, C70 1.400
70 C 6.183 0.951 -5.451  O69 1.400, H78 1.097, H79 1.092, H80 1.094
71 H 7.474 -0.987 0.830  C65 1.091
72 H 5.807 -1.432 0.603  C65 1.092
73 H 6.303 0.315 0.620  C65 1.096
74 H 5.541 0.757 -1.669  C67 1.100
75 H 5.113 -0.943 -2.043  C67 1.094
76 H 6.946 -0.952 -3.719  C68 1.097
77 H 7.519 0.628 -3.153  C68 1.093
78 H 5.863 1.990 -5.601  C70 1.097
79 H 5.758 0.394 -6.289  C70 1.092
80 H 7.266 1.009 -5.595  C70 1.094
81 C -3.845 4.625 2.295  O82 1.394, H87 1.105, H88 1.086, H89 1.098
82 O -3.499 4.605 0.944  C81 1.394, C83 1.395
83 C -2.194 4.211 0.646  O82 1.395, C84 1.515, H90 1.099, H91 1.102
84 C -2.080 4.097 -0.861  C83 1.515, O85 1.430, H92 1.093, H93 1.090
85 O -3.068 3.208 -1.387  C84 1.430, C86 1.394
86 C -2.817 1.860 -1.135  O85 1.394, H94 1.098, H95 1.090, H96 1.097
87 H -3.329 3.853 2.894  C81 1.105
88 H -4.893 4.406 2.478  C81 1.086
89 H -3.446 5.503 2.820  C81 1.098
90 H -1.924 3.288 1.177  C83 1.099
91 H -1.402 4.898 0.986  C83 1.102
92 H -1.127 3.737 -1.258  C84 1.093
93 H -2.373 5.029 -1.343  C84 1.090
94 H -1.821 1.554 -1.479  C86 1.098
95 H -3.556 1.224 -1.624  C86 1.090
96 H -2.885 1.627 -0.065  C86 1.097
97 C -6.307 -1.332 3.050  O98 1.413, H103 1.097, H104 1.089, H105 1.089
98 O -5.414 -1.147 1.970  C97 1.413, C99 1.411
99 C -5.709 -0.015 1.183  O98 1.411, C100 1.518, H106 1.100, H107 1.091
100 C -5.410 1.325 1.830  C99 1.518, O101 1.421, H108 1.096, H109 1.093
101 O -6.091 1.704 3.018  C100 1.421, C102 1.421
102 C -7.488 1.896 2.844  O101 1.421, H110 1.095, H111 1.096, H112 1.084
103 H -7.349 -1.342 2.709  C97 1.097
104 H -6.203 -0.564 3.815  C97 1.089
105 H -6.159 -2.324 3.473  C97 1.089
106 H -6.759 -0.098 0.867  C99 1.100
107 H -5.103 -0.052 0.277  C99 1.091
108 H -5.436 2.108 1.063  C100 1.096
109 H -4.370 1.272 2.165  C100 1.093
110 H -7.881 1.096 2.208  C102 1.095
111 H -7.718 2.799 2.266  C102 1.096
112 H -7.942 1.913 3.829  C102 1.084
113 C 3.677 -2.160 3.486  O114 1.408, H119 1.095, H120 1.095, H121 1.089
114 O 3.938 -0.957 2.801  C113 1.408, C115 1.403
115 C 3.334 0.184 3.349  O114 1.403, C116 1.518, H122 1.095, H123 1.093
116 C 1.846 0.304 3.069  C115 1.518, O117 1.439, H124 1.093, H125 1.092
117 O 1.234 -0.659 3.946  C116 1.439, C118 1.392
118 C -0.138 -0.836 3.797  O117 1.392, H126 1.093, H127 1.100, H128 1.096
119 H 2.742 -2.662 3.217  C113 1.095
120 H 3.558 -2.080 4.571  C113 1.095
121 H 4.496 -2.847 3.280  C113 1.089
122 H 3.822 1.016 2.831  C115 1.095
123 H 3.518 0.371 4.411  C115 1.093
124 H 1.598 -0.044 2.063  C116 1.093
125 H 1.437 1.297 3.264  C116 1.092
126 H -0.501 -1.643 4.439  C118 1.093
127 H -0.395 -1.192 2.788  C118 1.100
128 H -0.730 0.049 4.056  C118 1.096

Mulliken atomic charge list, values in e, 5 entries: atom 1 (C): -1.20, atom 2 (O): -0.24, atom 3 (C): 0.05, atom 4 (C): 0.55, atom 5 (O): -0.34

Density functional theory data (ωB97M-V/def2-TZVPD) for a single C3H6O molecule at a distorted geometry.

The SMILES is CC(C)=O. The calculation puts the energy at -5254.5868 eV. For the energy relative to the best compared isomer or geometry (same formula, charge and spin), the calculation gives 1.108 eV. As for the total charge: 0. For the largest force on an atom, the calculation gives 3.9 eV/A. For the HOMO-LUMO gap, the calculation gives 10.461 eV. Its LUMO energy is 0.88 eV.

Each atom is followed by the atoms it is bonded to, with distances in Å.
Cartesian coordinates (Å):
1 C 1.305 -0.044 -0.006  C2 1.541, H5 1.084, H6 1.129, H7 1.151
2 C -0.096 0.596 -0.055  C1 1.541, C3 1.500, O4 1.185
3 C -1.282 -0.321 -0.032  C2 1.500, H8 1.262, H9 1.250, H10 1.194
4 O -0.258 1.769 -0.014  C2 1.185
5 H 1.347 -0.884 0.678  C1 1.084
6 H 2.041 0.753 0.306  C1 1.129
7 H 1.583 -0.384 -1.070  C1 1.151
8 H -2.278 0.316 -0.473  C3 1.262
9 H -1.384 -0.443 1.208  C3 1.250
10 H -0.977 -1.357 -0.542  C3 1.194

Mulliken atomic charge list, values in e, 5 entries: atom 1 (C): -0.97, atom 2 (C): 0.61, atom 3 (C): -0.75, atom 4 (O): -0.52, atom 5 (H): 0.32

Density functional theory data (ωB97M-V/def2-TZVPD) for a single C3H8O molecule at a distorted geometry.

The SMILES is CC(C)O. The calculation puts the energy at -5287.7758 eV. For the energy relative to the best compared isomer or geometry (same formula, charge and spin), the calculation gives 0.375 eV. As for the total charge: 0. For the largest force on an atom, the calculation gives 1.8 eV/A. For the HOMO-LUMO gap, the calculation gives 11.201 eV. Its LUMO energy is 0.95 eV.

Each atom is followed by the atoms it is bonded to, with distances in Å.
Cartesian coordinates (Å):
1 C 0.956 -0.839 0.799  C2 1.547, H5 1.086, H6 1.089, H7 1.093
2 C 0.136 -0.067 -0.261  C1 1.547, C3 1.528, O4 1.439, H8 1.091
3 C -1.349 -0.376 -0.442  C2 1.528, H9 1.088, H10 1.088, H11 1.096
4 O 0.220 1.360 -0.089  C2 1.439, H12 0.945
5 H 0.985 -1.892 0.538  C1 1.086
6 H 1.905 -0.307 0.740  C1 1.089
7 H 0.537 -0.716 1.802  C1 1.093
8 H 0.693 -0.370 -1.150  C2 1.091
9 H -1.492 -1.366 -0.869  C3 1.088
10 H -1.940 -0.089 0.426  C3 1.088
11 H -1.720 0.351 -1.172  C3 1.096
12 H 0.971 1.655 -0.581  O4 0.945

Mulliken atomic charge list, values in e, 5 entries: atom 1 (C): -1.07, atom 2 (C): 0.39, atom 3 (C): -1.18, atom 4 (O): -0.56, atom 5 (H): 0.33